C52H91N13 | ωB97M-V with the def2-TZVPD basis set

```
156
Properties=species:S:1:pos:R:3:mulliken_charge:R:1
C -5.641 25.447 -14.071 -0.76
C -5.652 26.995 -14.000 -0.87
C -5.893 27.455 -12.586 0.51
C -7.173 27.084 -11.970 0.24
N -8.222 26.865 -11.447 -0.52
H -6.621 24.981 -13.973 0.43
H -4.992 24.900 -13.387 0.21
H -5.342 25.129 -15.070 0.30
H -6.403 27.462 -14.638 0.34
H -4.712 27.386 -14.388 0.39
H -5.589 28.487 -12.415 0.49
H -5.174 26.958 -11.934 -0.73
C -2.394 15.751 -10.295 -1.30
C -2.459 17.224 -10.753 -0.31
C -3.382 18.087 -9.895 1.45
C -2.756 18.462 -8.597 -0.08
N -2.270 18.774 -7.641 -0.49
H -3.428 15.407 -10.294 0.26
H -1.900 15.731 -9.324 0.32
H -1.809 15.206 -11.036 0.44
H -2.947 17.260 -11.727 0.18
H -1.512 17.744 -10.904 0.21
H -4.261 17.500 -9.628 0.15
H -3.593 18.982 -10.479 -0.82
C -2.412 23.149 -15.393 -1.39
C -3.342 21.871 -15.294 0.13
C -4.850 22.068 -15.802 1.26
C -4.804 22.553 -17.156 -0.12
N -4.680 22.958 -18.197 -0.35
H -2.797 24.112 -15.056 0.28
H -2.127 23.129 -16.445 0.48
H -1.477 22.905 -14.888 0.43
H -3.372 21.836 -14.205 -0.17
H -2.986 21.065 -15.935 0.47
H -5.247 22.835 -15.137 -0.28
H -5.425 21.154 -15.655 -0.12
C -3.480 25.010 -7.213 -0.26
C -2.822 26.192 -7.904 -0.84
C -3.438 26.839 -9.088 -0.22
C -3.582 26.006 -10.285 0.29
N -3.676 25.390 -11.251 -0.54
H -4.401 25.413 -6.791 0.11
H -2.927 24.535 -6.403 0.50
H -3.705 24.344 -8.046 -0.14
H -1.756 26.014 -8.049 0.18
H -2.851 27.069 -7.258 0.38
H -2.936 27.766 -9.367 0.50
H -4.430 27.176 -8.789 0.06
C -7.037 16.375 -10.781 -0.62
C -7.995 15.662 -11.675 -0.46
C -9.459 15.819 -11.159 -0.67
C -10.103 17.138 -11.485 0.33
N -10.607 18.152 -11.837 -0.49
H -7.323 17.413 -10.614 0.01
H -6.048 16.493 -11.224 0.15
H -6.936 15.926 -9.794 0.42
H -7.771 14.598 -11.594 0.36
H -7.957 16.154 -12.647 0.26
H -9.424 15.517 -10.112 0.33
H -10.046 14.969 -11.508 0.40
C -9.030 19.767 -8.368 0.00
C -10.462 19.785 -8.011 -0.41
C -10.876 20.935 -7.032 -0.59
C -10.828 22.282 -7.604 0.32
N -10.845 23.339 -8.050 -0.56
H -8.761 20.529 -9.099 -0.05
H -8.611 18.847 -8.776 0.15
H -8.500 19.934 -7.430 -0.06
H -10.983 18.875 -7.715 0.35
H -11.092 20.071 -8.854 0.09
H -10.263 20.997 -6.133 0.33
H -11.928 20.874 -6.752 0.42
C -11.169 22.366 -11.687 -0.57
C -11.566 22.749 -13.161 -0.53
C -13.042 23.141 -13.340 -0.42
C -14.037 22.277 -12.814 0.20
N -14.877 21.597 -12.439 -0.44
H -11.270 23.165 -10.952 0.44
H -10.095 22.183 -11.698 -0.24
H -11.582 21.451 -11.263 0.37
H -11.369 21.877 -13.785 0.25
H -10.816 23.494 -13.427 0.40
H -13.375 23.198 -14.376 0.30
H -13.181 24.067 -12.782 0.26
C -8.556 24.728 -5.807 -1.38
C -7.462 24.366 -6.782 -0.11
C -7.369 24.993 -8.158 1.27
C -7.242 26.429 -8.218 0.01
N -7.093 27.606 -8.315 -0.61
H -8.489 25.779 -5.527 0.38
H -8.599 24.093 -4.922 0.34
H -9.521 24.503 -6.262 0.29
H -7.517 23.296 -6.981 0.01
H -6.492 24.592 -6.341 0.10
H -8.290 24.600 -8.590 0.35
H -6.615 24.457 -8.734 -0.64
C 0.892 23.742 -7.701 -0.99
C 1.123 22.383 -8.285 -0.72
C -0.003 21.317 -8.255 -0.27
C -0.956 21.276 -9.357 0.17
N -1.812 21.227 -10.163 -0.33
H 1.802 24.341 -7.670 0.39
H 0.425 23.650 -6.720 0.32
H 0.333 24.317 -8.439 0.22
H 1.859 21.847 -7.686 0.30
H 1.502 22.288 -9.302 0.41
H -0.648 21.430 -7.384 0.04
H 0.271 20.305 -7.957 0.50
C -0.363 17.810 -14.969 -1.12
C -0.195 19.328 -14.571 -0.62
C -1.092 19.643 -13.311 -0.04
C -2.431 19.241 -13.466 0.22
N -3.605 19.015 -13.594 -0.39
H 0.072 17.325 -14.095 0.30
H 0.231 17.606 -15.859 0.41
H -1.361 17.511 -15.289 0.31
H -0.555 19.978 -15.369 0.28
H 0.837 19.555 -14.304 0.42
H -1.112 20.663 -12.927 0.31
H -0.667 18.954 -12.582 0.17
C -3.270 20.391 -4.264 -1.39
C -4.174 20.715 -5.479 0.72
C -5.633 20.256 -5.146 0.42
C -6.325 21.256 -4.321 0.22
N -6.764 22.089 -3.653 -0.54
H -2.392 21.031 -4.358 0.34
H -2.928 19.357 -4.224 0.37
H -3.768 20.660 -3.333 0.39
H -3.878 20.266 -6.427 -0.36
H -4.202 21.802 -5.549 0.01
H -5.673 19.271 -4.681 0.46
H -6.245 20.191 -6.046 -0.62
C -8.063 19.277 -15.613 -1.16
C -8.723 18.859 -16.891 -0.45
C -7.934 19.395 -18.099 -0.60
C -6.476 19.425 -17.894 0.31
N -5.343 19.395 -17.637 -0.47
H -7.968 20.332 -15.355 0.29
H -7.174 18.734 -15.291 0.44
H -8.790 18.931 -14.878 0.41
H -9.690 19.349 -17.008 0.27
H -8.707 17.774 -16.994 0.32
H -8.220 20.409 -18.378 0.29
H -8.308 18.870 -18.978 0.39
C -7.184 21.072 -11.706 -0.88
C -5.797 21.642 -11.838 0.07
C -5.059 22.166 -10.572 0.46
C -5.272 21.191 -9.453 0.00
N -5.435 20.420 -8.638 -0.38
H -7.104 20.178 -11.087 -0.01
H -7.749 20.982 -12.634 0.50
H -7.738 21.864 -11.204 0.04
H -5.936 22.487 -12.513 -0.01
H -5.155 20.946 -12.378 -0.03
H -5.750 22.979 -10.348 -0.34
H -4.076 22.588 -10.784 0.45
```

Output
<S²>: 0.7574
HOMO-LUMO gap (alpha / beta): 9.81 / 1.90 eV
multiplicity: 2
HOMO energy (alpha / beta): -12.10 / -12.10 eV
E_LUMO (alpha / beta): -2.29 / -10.20 eV
total charge: +1